Entry from the Open Molecules 2025 dataset: an isolated molecule of C8H16NO4P at a distorted geometry (wB97M-V/def2-TZVPD).

- calculated total energy (eV) = -27524.1790
- energy above the lowest of the compared OMol25 structures with the same formula, charge and spin (kJ/mol) = 0.0
- HOMO level (eV) = -8.58
- charge = 0

Geometry as XYZ:
```
30
Properties=species:S:1:pos:R:3:forces:R:3:lowdin_charge:R:1
C 0.572505 1.360554 0.420212 -0.31 -0.07 -0.15 0.02
C 2.024127 1.748362 0.574405 -0.09 -0.30 -0.08 -0.16
C 2.871972 0.594425 -0.010185 -0.13 0.11 0.00 -0.11
C 1.894742 -0.582768 -0.110453 0.31 -0.64 -0.15 -0.50
C 2.034159 -1.574651 1.042891 -0.01 0.11 -0.11 -0.01
C 1.929236 -1.301552 -1.454949 -0.03 0.07 0.16 -0.02
C -2.262160 2.485862 -0.576211 -0.02 0.66 0.25 -0.12
C -3.943035 -1.629365 0.260743 -0.52 -0.22 0.36 -0.10
N 0.612589 0.132468 0.042713 0.54 0.92 0.16 -0.12
O -0.494965 -0.663936 -0.205888 -0.04 -0.18 0.00 -0.11
O -2.206627 0.365080 1.516833 -0.02 -0.05 -0.11 -0.22
O -2.152102 1.126045 -0.975479 0.14 -1.09 0.41 -0.22
O -2.776112 -1.234709 -0.444590 0.72 0.61 0.02 -0.21
P -1.936959 -0.006193 0.129941 -0.52 0.30 -0.59 0.42
H 2.213975 2.699023 0.077650 -0.02 0.03 0.09 0.10
H 2.209627 1.894244 1.640342 -0.02 0.09 0.03 0.11
H 3.236544 0.866342 -1.001108 0.02 -0.06 -0.01 0.11
H 3.729589 0.353686 0.615132 0.03 -0.07 -0.04 0.11
H 1.204190 -2.275940 1.031669 -0.06 -0.11 0.02 0.08
H 2.027733 -1.049551 1.996327 0.03 0.02 0.09 0.09
H 2.965051 -2.131901 0.948545 0.04 -0.01 0.00 0.09
H 1.164188 -2.073469 -1.487797 0.00 -0.09 -0.04 0.08
H 2.903701 -1.763979 -1.599444 0.06 -0.03 -0.01 0.09
H 1.747131 -0.601891 -2.268378 0.01 0.06 -0.07 0.09
H -1.494211 2.715444 0.165362 -0.12 0.05 -0.14 0.05
H -3.253247 2.681410 -0.161799 0.04 -0.04 -0.06 0.09
H -2.111747 3.080255 -1.477519 -0.02 -0.03 0.09 0.09
H -4.006363 -1.099442 1.215254 -0.07 -0.15 -0.12 0.08
H -3.879363 -2.704568 0.442303 -0.04 0.13 -0.04 0.09
H -4.824158 -1.409281 -0.346519 0.11 -0.03 0.04 0.09
```
Positions in Å, forces in eV/Å.